Formula: C5H7NO
Source: the OMol25 dataset
Level of theory: ωB97M-V with the def2-TZVPD basis set

Summary:
total charge	0
Kohn-Sham gap	7.5759	eV

Element x y z (Å)
O1 -0.917 -0.371 -0.884
C1 -1.224 0.552 0.067
N1 -1.129 0.223 1.346
C2 -0.850 -0.931 1.960
C3 0.478 -0.700 -1.018
C4 1.383 0.432 -0.787
C5 2.132 1.346 -0.557
H1 -1.299 1.598 -0.197
H2 -1.287 1.012 1.963
H3 -0.781 -1.834 1.373
H4 -0.925 -0.950 3.036
H5 0.736 -1.507 -0.320
H6 0.588 -1.069 -2.042
H7 2.808 2.148 -0.356

Mulliken population analysis, charges in e, atoms 1 to 4: atom 1 (O): -0.3763, atom 2 (C): -0.2937, atom 3 (N): -0.0156, atom 4 (C): -0.6853

Formula: C47H41CoN2O2P2S3SbSe
Source: the OMol25 dataset
Level of theory: ωB97M-V with the def2-TZVPD basis set

Summary:
2S+1	6
<S²>	8.79
total charge	0
Kohn-Sham gap (alpha / beta)	4.3900 / 5.2062	eV

Element x y z (Å)
Co1 1.489 0.069 0.980
S1 6.093 1.458 2.675
Sb1 3.996 2.067 3.152
S2 2.658 -0.111 3.651
S3 0.661 0.142 3.143
O1 1.597 -2.132 -1.763
C1 0.974 -3.295 -1.318
C2 0.146 -4.147 -2.047
C3 -0.464 -5.194 -1.448
C4 -0.311 -5.437 -0.106
C5 0.584 -4.644 0.531
C6 1.171 -3.529 0.024
P1 2.234 -2.385 0.944
C7 2.132 -3.183 2.571
C8 0.933 -3.181 3.278
C9 0.806 -3.780 4.512
C10 1.895 -4.517 4.997
C11 3.110 -4.504 4.353
C12 3.198 -3.843 3.181
C13 3.890 -2.701 0.336
C14 4.906 -1.992 0.971
C15 6.266 -2.160 0.711
C16 6.627 -3.123 -0.244
C17 5.626 -3.695 -0.939
C18 4.334 -3.592 -0.655
C19 1.132 -1.414 -2.827
C20 1.681 -1.647 -4.105
C21 1.182 -0.966 -5.188
C22 0.219 0.021 -5.014
C23 -0.249 0.357 -3.775
C24 0.210 -0.326 -2.602
P2 -0.257 0.064 -0.929
C25 -1.915 -0.775 -0.778
C26 -2.453 -1.570 -1.826
C27 -3.705 -2.095 -1.746
C28 -4.485 -1.928 -0.628
C29 -3.948 -1.263 0.490
C30 -2.690 -0.663 0.388
C31 -0.976 1.776 -1.260
C32 -0.024 2.765 -1.819
C33 -0.284 3.607 -2.718
C34 -1.718 3.763 -3.286
C35 -2.686 2.944 -2.905
C36 -2.443 2.016 -1.737
H1 -0.264 -3.972 -2.996
H2 -1.057 -5.899 -2.032
H3 -0.783 -6.310 0.202
H4 0.772 -4.886 1.567
H5 0.100 -2.688 2.774
H6 -0.103 -3.748 4.998
H7 1.731 -5.038 5.951
H8 3.889 -5.141 4.772
H9 4.060 -3.768 2.485
H10 4.508 -1.064 1.621
H11 6.862 -1.631 1.354
H12 7.709 -3.290 -0.371
H13 5.840 -4.469 -1.823
H14 3.566 -4.025 -1.447
H15 2.421 -2.460 -4.305
H16 1.571 -1.112 -6.159
H17 -0.234 0.541 -5.830
H18 -1.033 1.094 -3.702
H19 -1.925 -1.730 -2.686
H20 -4.141 -2.694 -2.546
H21 -5.508 -2.341 -0.493
H22 -4.517 -1.308 1.445
H23 -2.239 -0.248 1.223
H24 0.950 2.842 -1.313
H25 0.422 4.282 -3.123
H26 -1.838 4.386 -4.154
H27 -3.700 3.136 -3.444
H28 -3.074 1.123 -1.878
Se1 2.936 2.130 0.641
C37 2.003 3.886 1.135
C38 0.841 3.757 1.944
C39 0.285 4.939 2.462
C40 0.729 6.192 2.049
C41 1.819 6.293 1.140
C42 2.469 5.140 0.783
H29 0.584 2.792 2.287
H30 -0.639 4.859 3.047
H31 0.290 7.084 2.420
H32 2.212 7.261 0.964
H33 3.403 5.158 0.195
N1 -1.457 2.129 0.204
C43 -2.613 2.429 -0.290
N2 -3.771 2.891 0.267
C44 -3.705 3.267 1.671
C45 -4.741 4.233 2.022
O2 -5.989 3.912 1.535
C46 -6.001 3.778 0.118
C47 -5.052 2.692 -0.390
H34 -2.699 3.667 1.922
H35 -3.696 2.294 2.220
H36 -4.422 5.194 1.545
H37 -4.828 4.301 3.138
H38 -5.705 4.738 -0.313
H39 -7.077 3.661 -0.141
H40 -4.924 2.898 -1.503
H41 -5.380 1.583 -0.385

Mulliken population analysis, charges in e, atoms 1 to 4: atom 1 (Co): 0.1289, atom 2 (S): -0.4717, atom 3 (Sb): 0.1259, atom 4 (S): -0.2340

Formula: C41H33BrCl5N4O3SSiZr
Source: the OMol25 dataset
Level of theory: ωB97M-V with the def2-TZVPD basis set

Summary:
total charge	-1
Kohn-Sham gap	6.4381	eV

Element x y z (Å)
Zr1 0.101 0.332 0.643
C1 -3.415 -2.539 -0.183
C2 -2.682 -3.702 -0.370
C3 -1.348 -3.733 -0.025
C4 -0.746 -2.602 0.550
C5 -1.417 -1.349 0.595
C6 -2.767 -1.379 0.216
C7 0.524 -2.701 1.273
C8 1.092 -3.960 1.582
C9 2.217 -4.049 2.349
C10 2.763 -2.876 2.914
C11 3.888 -2.881 3.755
C12 4.340 -1.719 4.333
C13 3.633 -0.531 4.138
C14 2.524 -0.502 3.327
C15 2.092 -1.654 2.638
N1 1.046 -1.568 1.771
H1 -4.483 -2.534 -0.380
H2 -3.152 -4.583 -0.789
H3 -0.780 -4.634 -0.222
H4 -3.353 -0.461 0.264
H5 0.629 -4.856 1.199
H6 2.672 -5.006 2.564
H7 4.384 -3.821 3.949
H8 5.214 -1.724 4.969
H9 3.947 0.376 4.637
H10 1.950 0.406 3.243
Cl1 6.138 4.434 1.966
C16 4.590 3.694 1.839
C17 4.450 2.449 1.226
Cl2 5.819 1.681 0.535
C18 3.223 1.816 1.183
Cl3 3.001 0.291 0.425
C19 2.068 2.395 1.777
O1 0.962 1.774 1.869
C20 2.237 3.693 2.328
Cl4 0.820 4.436 2.949
C21 3.465 4.324 2.368
Cl5 3.621 5.872 3.092
Br1 -1.067 0.059 3.485
C22 -2.664 1.053 3.023
C23 -3.687 0.989 3.929
C24 -4.840 1.756 3.734
C25 -4.912 2.587 2.655
C26 -3.872 2.643 1.704
C27 -3.969 3.497 0.591
C28 -2.954 3.543 -0.323
C29 -1.825 2.720 -0.177
C30 -1.656 1.819 0.867
C31 -2.698 1.832 1.847
H11 -3.596 0.352 4.793
H12 -5.641 1.711 4.459
H13 -5.773 3.227 2.515
H14 -4.863 4.097 0.480
H15 -3.037 4.202 -1.180
H16 -1.067 2.793 -0.953
C32 3.660 -2.981 -4.844
N2 2.938 -2.530 -3.679
C33 2.693 -3.290 -2.587
N3 2.925 -4.633 -2.675
S1 2.193 -2.619 -1.167
H17 3.894 -2.123 -5.471
H18 3.056 -3.680 -5.433
H19 4.594 -3.476 -4.560
H20 2.836 -1.539 -3.520
H21 2.865 -5.094 -3.568
H22 2.587 -5.152 -1.880
O2 0.774 1.339 -0.885
N4 0.574 0.100 -1.342
O3 -0.911 0.055 -1.706
C34 -0.671 0.853 -4.618
Si1 -1.598 0.017 -3.164
C35 -3.264 0.900 -2.875
C36 -1.805 -1.808 -3.675
C37 -0.708 -2.561 -4.082
C38 -0.831 -3.899 -4.401
C39 -2.062 -4.523 -4.305
C40 -3.162 -3.796 -3.887
C41 -3.029 -2.456 -3.577
H23 -1.216 0.727 -5.549
H24 0.317 0.427 -4.755
H25 -0.541 1.915 -4.445
H26 -4.075 0.472 -3.451
H27 -3.196 1.948 -3.141
H28 -3.527 0.854 -1.824
H29 0.260 -2.086 -4.142
H30 0.036 -4.462 -4.726
H31 -2.163 -5.572 -4.550
H32 -4.125 -4.277 -3.792
H33 -3.889 -1.900 -3.237

Mulliken population analysis, charges in e, atoms 1 to 4: atom 1 (Zr): -1.8580, atom 2 (C): -1.2980, atom 3 (C): -0.8540, atom 4 (C): -0.5287

Formula: C3H5NO2
Source: the OMol25 dataset
Level of theory: ωB97M-V with the def2-TZVPD basis set

Summary:
total charge	0
Kohn-Sham gap	10.5193	eV

Element x y z (Å)
H1 1.530 1.779 -0.633
N1 0.899 1.019 -0.446
C1 1.366 -0.140 -0.627
O1 0.606 -1.190 -0.329
C2 -0.745 -0.832 0.054
C3 -1.074 0.452 0.864
O2 -1.177 0.442 2.067
H2 2.353 -0.425 -1.011
H3 -1.059 -1.674 0.667
H4 -1.318 -0.765 -0.877
H5 -1.380 1.334 0.272

Mulliken population analysis, charges in e, atoms 1 to 4: atom 1 (H): 0.2055, atom 2 (N): -0.4928, atom 3 (C): 0.0703, atom 4 (O): -0.3380

Formula: C45H100N6O3
Source: the OMol25 dataset
Level of theory: ωB97M-V with the def2-TZVPD basis set

Summary:
total charge	+4
Kohn-Sham gap	9.8034	eV

Element x y z (Å)
N1 0.300 -0.889 0.438
O1 0.016 -0.038 1.299
O2 0.592 -2.015 0.792
O3 0.127 -0.604 -0.773
C1 0.609 -6.182 0.451
C2 -0.036 -5.166 -0.534
C3 -1.385 -4.626 -0.022
C4 -2.139 -3.852 -1.161
N2 -3.422 -3.221 -0.622
C5 -4.301 -4.184 0.151
C6 -5.679 -3.585 0.113
C7 -5.726 -2.739 -1.136
C8 -4.364 -2.798 -1.757
C9 -3.012 -1.939 0.191
H1 -0.044 -7.045 0.577
H2 0.872 -5.673 1.378
H3 1.495 -6.651 0.023
H4 -0.104 -5.614 -1.525
H5 0.663 -4.340 -0.664
H6 -1.165 -4.070 0.890
H7 -1.996 -5.484 0.257
H8 -2.378 -4.486 -2.015
H9 -1.526 -3.014 -1.493
H10 -3.992 -4.488 1.151
H11 -4.220 -5.091 -0.448
H12 -5.830 -3.018 1.031
H13 -6.532 -4.237 0.301
H14 -6.127 -1.780 -0.805
H15 -6.480 -3.242 -1.741
H16 -4.063 -1.853 -2.210
H17 -4.404 -3.526 -2.567
H18 -3.989 -1.569 0.502
H19 -2.621 -1.233 -0.542
H20 -2.332 -2.148 1.017
C10 2.068 6.096 2.646
C11 2.459 4.648 3.046
C12 2.746 3.957 1.688
C13 3.087 2.467 1.793
N3 3.432 1.825 0.410
C14 3.716 0.340 0.597
C15 4.619 -0.096 -0.618
C16 5.327 1.251 -1.041
C17 4.822 2.324 -0.123
C18 2.290 2.086 -0.643
H21 1.324 6.089 1.850
H22 2.925 6.718 2.389
H23 1.588 6.626 3.468
H24 1.636 4.090 3.491
H25 3.336 4.669 3.693
H26 3.622 4.483 1.309
H27 1.935 4.106 0.975
H28 2.212 1.908 2.124
H29 3.886 2.246 2.501
H30 2.800 -0.244 0.694
H31 4.286 0.207 1.516
H32 4.010 -0.600 -1.369
H33 5.244 -0.887 -0.204
H34 5.221 1.360 -2.120
H35 6.396 1.062 -0.938
H36 4.686 3.313 -0.560
H37 5.340 2.456 0.827
H38 2.478 3.042 -1.131
H39 1.296 2.033 -0.198
H40 2.401 1.282 -1.370
C19 -2.199 2.621 4.840
C20 -1.557 3.886 4.222
C21 -2.046 4.122 2.800
C22 -1.717 3.081 1.720
N4 -2.592 3.194 0.455
C23 -2.362 1.925 -0.404
C24 -3.851 1.574 -0.937
C25 -4.771 2.737 -0.532
C26 -4.095 3.146 0.769
C27 -2.164 4.491 -0.335
H41 -2.596 2.732 5.849
H42 -1.568 1.739 4.732
H43 -3.032 2.190 4.284
H44 -0.477 3.738 4.241
H45 -1.758 4.709 4.907
H46 -1.600 5.069 2.497
H47 -3.099 4.396 2.856
H48 -1.801 2.047 2.054
H49 -0.701 3.091 1.325
H50 -1.526 2.075 -1.088
H51 -2.071 1.019 0.128
H52 -3.825 1.374 -2.008
H53 -4.263 0.627 -0.589
H54 -4.888 3.630 -1.146
H55 -5.766 2.357 -0.299
H56 -4.437 4.117 1.125
H57 -4.190 2.413 1.570
H58 -1.076 4.545 -0.346
H59 -2.486 5.306 0.314
H60 -2.490 4.568 -1.372
C28 5.051 -4.088 1.772
C29 3.623 -4.438 2.196
C30 2.949 -3.613 3.327
C31 3.177 -2.037 3.292
N5 2.620 -1.320 4.551
C32 1.214 -1.812 4.963
C33 0.596 -0.726 5.892
C34 1.515 0.512 5.733
C35 2.258 0.139 4.468
C36 3.686 -1.582 5.696
H61 5.302 -4.777 0.965
H62 5.777 -4.224 2.572
H63 5.229 -3.068 1.430
H64 3.608 -5.488 2.489
H65 2.917 -4.209 1.398
H66 3.242 -4.032 4.289
H67 1.877 -3.804 3.286
H68 2.694 -1.589 2.424
H69 4.234 -1.780 3.365
H70 1.230 -2.864 5.250
H71 0.620 -1.833 4.050
H72 0.562 -1.042 6.935
H73 -0.415 -0.575 5.512
H74 2.232 0.519 6.554
H75 1.028 1.480 5.620
H76 3.206 0.665 4.359
H77 1.732 0.365 3.541
H78 3.277 -1.430 6.694
H79 4.518 -0.897 5.534
H80 4.032 -2.596 5.492
C37 0.624 3.360 -8.657
C38 -0.260 2.196 -8.452
C39 -0.224 1.694 -6.996
C40 -1.309 0.623 -6.693
N6 -1.287 -0.129 -5.283
C41 0.135 -0.837 -5.084
C42 -0.155 -2.067 -4.227
C43 -1.457 -2.623 -4.675
C44 -2.210 -1.369 -5.101
C45 -1.482 0.805 -4.059
H81 1.667 3.055 -8.740
H82 0.516 4.156 -7.920
H83 0.542 3.778 -9.660
H84 0.060 1.414 -9.142
H85 -1.244 2.491 -8.815
H86 -0.318 2.496 -6.264
H87 0.782 1.285 -6.900
H88 -1.187 -0.247 -7.338
H89 -2.369 0.873 -6.734
H90 0.920 -0.145 -4.777
H91 0.335 -1.123 -6.117
H92 0.010 -1.873 -3.168
H93 0.645 -2.801 -4.321
H94 -1.794 -3.114 -3.762
H95 -1.525 -3.345 -5.489
H96 -3.029 -0.983 -4.495
H97 -2.437 -1.419 -6.166
H98 -0.727 1.582 -4.174
H99 -1.320 0.228 -3.149
H100 -2.488 1.207 -4.176

Mulliken population analysis, charges in e, atoms 1 to 4: atom 1 (N): 0.2440, atom 2 (O): -0.2534, atom 3 (O): -0.5385, atom 4 (O): -0.4360

Formula: C33H37N2O4P
Source: the OMol25 dataset
Level of theory: ωB97M-V with the def2-TZVPD basis set

Summary:
total charge	0
Kohn-Sham gap	6.3121	eV

Element x y z (Å)
C1 -7.237 -1.366 -2.841
C2 -5.799 -1.418 -2.396
C3 -4.854 -2.113 -3.155
C4 -3.507 -2.174 -2.791
C5 -2.577 -2.984 -3.648
C6 -3.086 -1.489 -1.630
N1 -1.709 -1.553 -1.197
C7 -1.237 -2.574 -0.390
C8 0.107 -2.670 -0.411
N2 0.694 -1.723 -1.233
C9 2.056 -1.846 -1.693
C10 3.096 -1.318 -0.906
C11 2.775 -0.606 0.376
C12 4.416 -1.486 -1.335
C13 4.728 -2.160 -2.519
C14 6.159 -2.291 -2.965
C15 3.679 -2.708 -3.266
C16 2.347 -2.566 -2.869
C17 1.257 -3.199 -3.682
P1 -0.434 -0.529 -1.783
C18 -4.024 -0.812 -0.829
C19 -3.579 -0.145 0.438
C20 -5.367 -0.789 -1.222
H1 -7.838 -0.785 -2.134
H2 -7.339 -0.903 -3.833
H3 -7.676 -2.370 -2.918
H4 -5.187 -2.631 -4.057
H5 -1.577 -3.114 -3.225
H6 -3.003 -3.986 -3.803
H7 -2.468 -2.539 -4.648
H8 -1.952 -3.177 0.159
H9 0.747 -3.368 0.119
H10 3.703 -0.263 0.845
H11 2.139 0.279 0.232
H12 2.268 -1.259 1.101
H13 5.232 -1.082 -0.733
H14 6.217 -2.853 -3.902
H15 6.626 -1.309 -3.130
H16 6.773 -2.810 -2.216
H17 3.909 -3.264 -4.177
H18 1.722 -3.757 -4.502
H19 0.663 -3.916 -3.100
H20 0.569 -2.472 -4.136
H21 -0.343 0.417 -0.591
H22 -4.433 0.346 0.913
H23 -3.170 -0.858 1.166
H24 -2.814 0.624 0.275
H25 -6.097 -0.269 -0.601
C21 3.873 1.998 2.763
C22 3.691 3.254 3.598
C23 4.915 3.503 4.483
O1 3.520 4.431 2.789
C24 2.344 4.497 2.061
O2 2.267 5.252 1.126
C25 1.222 3.645 2.556
C26 0.072 3.606 1.821
C27 -1.180 3.023 2.281
C28 -1.223 1.710 2.782
C29 -2.409 1.175 3.276
C30 -3.564 1.959 3.316
C31 -3.542 3.278 2.852
C32 -2.366 3.792 2.306
C33 1.311 3.195 3.979
O3 0.374 2.932 4.707
O4 2.580 3.144 4.514
H26 3.023 1.791 2.105
H27 4.776 2.115 2.154
H28 4.022 1.145 3.435
H29 4.747 4.407 5.074
H30 5.056 2.650 5.150
H31 5.799 3.635 3.856
H32 0.061 4.194 0.901
H33 -0.309 1.122 2.769
H34 -2.410 0.140 3.625
H35 -4.479 1.536 3.737
H36 -4.438 3.900 2.901
H37 -2.310 4.810 1.928

Mulliken population analysis, charges in e, atoms 1 to 4: atom 1 (C): -1.5322, atom 2 (C): 0.8058, atom 3 (C): -0.9129, atom 4 (C): 1.3546

Short version: relative energy (zero: lowest compared OMol25 entry of this formula, charge and spin) = 485.1 459.3 184.2 185.4 310.8 0.0 kJ/mol, in the order given.